Below is 7 unconnected molecules or ions with the total composition C33H47N7O12 at a distorted geometry, with properties calculated with wB97M-V/def2-TZVPD.

```
99
Properties=species:S:1:pos:R:3
C 4.78199 -0.10681 -0.02358
C 4.55642 1.49950 0.29005
C 2.97705 1.60090 0.09960
C 2.43185 2.93298 0.60931
C 2.70824 2.97193 2.11348
C 4.14643 2.86878 2.49770
N 4.87516 1.92727 1.59663
O 6.09228 1.84581 1.93533
C 4.39332 2.56085 3.96980
C 4.77990 4.32912 2.15782
C 5.24076 2.27915 -0.79500
H 4.28849 -0.78236 0.80657
H 5.85094 -0.63642 0.14681
H 4.50778 -0.49010 -0.93575
H 2.48352 0.66760 0.61924
H 2.77525 1.40323 -0.86444
H 1.37992 3.03866 0.47747
H 2.80371 3.83089 0.08749
H 2.11807 2.08647 2.50777
H 2.32829 3.95469 2.42370
H 4.29137 1.45887 4.15770
H 3.49214 2.93288 4.63180
H 5.30373 2.66118 4.48271
H 4.20038 5.05212 2.53330
H 4.80377 4.66022 1.03524
H 5.82195 4.36048 2.42858
H 5.31526 1.76831 -1.76779
H 6.32283 2.26534 -0.41860
H 4.99595 3.45073 -0.93838
N 0.19942 0.03986 -1.62767
O -0.38547 0.41347 -0.57555
O -0.47620 0.19050 -2.70803
O 1.09620 -0.74792 -1.63904
C 0.88205 -4.38977 0.78933
C 1.79482 -4.90653 1.96447
C 2.33317 -3.90252 2.89588
C 1.94950 -2.33838 2.69789
C 1.00602 -2.04876 1.51328
C 0.59554 -3.09833 0.51321
N 2.37583 -1.38166 3.60266
O 2.21538 -0.17471 3.28142
O 2.60235 -1.88552 4.66158
H 0.37991 -5.10687 0.20562
H 2.01003 -5.91686 1.88984
H 3.00840 -3.97396 3.83987
H 0.62853 -0.92262 1.37987
H -0.08393 -2.78976 -0.28960
C 0.65304 -5.73678 -2.59325
C 0.74838 -4.23229 -2.68070
C -0.11102 -3.45526 -3.70686
C -0.99803 -4.37474 -4.61763
C -1.04103 -5.82208 -4.43461
C -0.28085 -6.53878 -3.33763
N -1.69289 -3.85495 -5.82985
O -2.11762 -2.60855 -5.71376
O -1.77884 -4.60066 -6.73769
H 0.94036 -6.39999 -1.78814
H 1.34520 -3.79021 -1.98174
H -0.01553 -2.29791 -3.85970
H -1.57670 -6.37168 -5.19342
H -0.36811 -7.60963 -3.27134
C -5.12988 -2.01442 -4.18649
C -3.90491 -1.32591 -3.63146
C -3.87119 -1.21246 -2.10833
C -5.19663 -1.48473 -1.35196
C -6.35856 -2.39243 -2.04255
C -6.16973 -2.62994 -3.54825
N -5.35219 -1.02089 0.01242
O -4.45295 -0.72182 0.67910
O -6.55868 -1.10145 0.39647
H -5.20487 -2.15211 -5.20402
H -3.06149 -0.97158 -4.21686
H -3.03609 -0.66165 -1.44183
H -7.10407 -2.76556 -1.69180
H -6.99621 -3.01204 -4.09607
C -3.47889 2.68014 3.30423
O -4.25017 2.94810 4.21830
N -2.16986 2.41891 3.64666
C -1.30467 1.76691 2.66150
C -1.68782 2.68065 5.03805
H -3.63363 2.62268 2.16848
H -0.53700 0.96728 3.04758
H -0.70231 2.43930 2.25907
H -1.75353 1.28632 1.94592
H -0.94187 2.10230 5.41628
H -2.47245 2.47620 5.81643
H -1.35135 3.76497 5.15945
C -4.52588 3.99384 -0.80126
O -5.67211 3.46323 -1.08556
N -3.39123 3.42570 -1.31769
C -2.05279 3.81005 -0.75852
C -3.51702 2.23238 -2.23182
H -4.20972 4.76170 -0.15517
H -1.22095 3.06175 -0.97817
H -2.02363 3.94291 0.46976
H -1.78576 4.77598 -0.87341
H -4.38397 2.56851 -2.92989
H -3.78541 1.44913 -1.69426
H -2.65517 2.06964 -2.40761
```

Output
Maximum force = 0.323 hartree/bohr
HOMO-LUMO gap = 3.63 eV
Relative energy (zero: lowest compared OMol25 entry of this formula, charge and spin) = 0.921 eV
HOMO = -8.268 eV



Below is a molecular structure, C33H48As3BrN3O2Ti at a distorted geometry, with properties calculated with wB97M-V/def2-TZVPD.

```
91
Properties=species:S:1:pos:R:3
Ti 0.02898 -0.38493 -1.01023
O 4.57601 2.55517 -1.95823
C 5.01144 1.29270 -1.69402
C 6.37154 1.03206 -1.79895
C 6.85041 -0.25290 -1.59823
C 5.97792 -1.28898 -1.29800
C 4.62362 -1.02209 -1.16730
C 4.13591 0.26508 -1.33194
C 2.66151 0.56440 -1.17571
O 1.90357 -0.44560 -0.67030
N 2.18670 0.97270 -2.54871
N 0.82105 0.66949 -2.57394
C 0.36982 -0.25715 -3.41750
C -0.80257 -0.88302 -3.01595
Br -0.45631 -2.56964 -0.01806
C -1.73442 -1.43483 -3.83186
C -2.05070 -0.93418 -5.15191
C -2.88938 -1.67465 -6.00539
C -3.11589 -1.27891 -7.30766
C -2.54547 -0.11539 -7.80829
C -1.79345 0.68136 -6.95371
C -1.56308 0.28954 -5.64984
H 3.61270 2.53959 -2.08073
H 7.03366 1.85227 -2.04389
H 7.90922 -0.45348 -1.70195
H 6.34682 -2.29475 -1.14602
H 3.91422 -1.80283 -0.92517
H 2.54332 1.47331 -0.55516
H 2.68199 0.41399 -3.24663
H 0.95184 -0.49971 -4.31802
H -2.33571 -2.27011 -3.48375
H -3.34437 -2.58567 -5.63423
H -3.73934 -1.88799 -7.95156
H -2.69010 0.16890 -8.84248
H -1.38454 1.61521 -7.31984
H -1.02238 0.94136 -4.97793
C -2.52731 -1.07683 5.30031
As -1.22720 -1.22650 3.79747
C -1.25934 0.71109 3.45436
C 0.39761 -1.19048 4.90210
C 0.39358 -1.60930 6.23127
C 1.52664 -1.50638 7.02177
C 2.68523 -0.97230 6.48177
C 2.70582 -0.60072 5.14640
C 1.58777 -0.72252 4.32638
As 1.68586 -0.35586 2.34999
C 2.62192 1.38137 2.56790
C 3.31046 -1.44247 2.11026
H -2.65858 -2.01464 5.83958
H -3.48878 -0.79864 4.86702
H -2.20718 -0.29808 5.99293
H -0.57634 1.23724 4.12466
H -2.27302 1.08510 3.60289
H -0.97636 0.88137 2.41612
H -0.51630 -2.01254 6.66050
H 1.49827 -1.82412 8.05746
H 3.57195 -0.85202 7.09304
H 3.63328 -0.21150 4.74039
H 3.39798 1.34723 3.33208
H 1.89505 2.14670 2.84188
H 3.08758 1.66502 1.62346
H 3.93900 -1.42837 2.99922
H 3.87448 -1.04862 1.26914
H 3.02421 -2.47132 1.89198
C -0.02404 3.05604 -0.35397
C -1.30108 2.19116 -0.43659
C -2.30873 2.72306 0.60613
C -1.92909 2.36000 -1.83714
N -0.98625 0.81410 -0.19607
H -0.27158 4.12135 -0.36144
H 0.62007 2.83372 -1.20501
H 0.50930 2.81710 0.56867
H -2.70297 3.69667 0.30545
H -1.82595 2.82522 1.57697
H -3.12886 2.01239 0.69962
H -2.17162 3.40779 -2.03595
H -2.83728 1.76002 -1.90201
H -1.22952 2.00405 -2.59089
C -5.11020 -0.07684 1.56253
As -3.36441 -0.83439 0.91246
C -3.96006 -0.94052 -0.95572
C -3.84831 -2.70099 1.35724
H -5.94811 -0.51713 1.01787
H -5.14165 1.00507 1.42577
H -5.23280 -0.29194 2.62563
H -4.78506 -1.65061 -1.04323
H -3.12830 -1.26666 -1.57339
H -4.29670 0.03333 -1.31180
H -4.93140 -2.82863 1.41008
H -3.40470 -2.98111 2.31283
H -3.43150 -3.35445 0.59272
```

Output
Net charge = -1
Maximum force = 0.060 hartree/bohr
HOMO-LUMO gap (spin up / spin down) = 6.44 / 6.44 eV
Relative energy (zero: lowest compared OMol25 entry of this formula, charge and spin) = 1.494 eV
HOMO (spin up / spin down) = -4.551 / -4.551 eV



Below is a molecular structure, C33H48AsN3NbO17P2S at a distorted geometry, with properties calculated with wB97M-V/def2-TZVPD.

```
106
Properties=species:S:1:pos:R:3
Nb -0.19545 1.37585 -0.81971
C 4.54265 -2.75868 4.02742
C 3.58752 -3.43054 3.06040
C 3.70919 -4.90705 3.06556
O 2.21853 -3.04122 3.37627
P 1.44685 -1.87910 2.60811
O 2.32616 -0.76001 2.16053
C 0.65579 -2.87406 1.13256
P 0.10136 -2.17830 -0.39506
O 0.10494 -0.67683 -0.47992
O 1.07576 -2.84200 -1.45303
C 0.75964 -4.08837 -2.22460
C 0.43617 -5.22192 -1.27831
C 2.05614 -4.29287 -2.96043
O -1.34801 -2.79763 -0.70612
C -2.75896 -2.15944 -0.59805
C -3.29366 -2.29616 0.79227
C -3.49013 -2.90965 -1.68824
O 0.18773 -1.58687 3.42767
C -0.16593 -1.76117 4.90814
C 0.08068 -0.31826 5.50119
C -1.60864 -2.13432 4.96899
H 5.55059 -3.02283 3.72184
H 4.38091 -3.00006 5.09821
H 4.47339 -1.61804 3.94611
H 3.75772 -3.03395 2.04692
H 3.48112 -5.40943 4.04926
H 4.72860 -5.15855 2.68339
H 3.02791 -5.30387 2.22969
H -0.19051 -3.49882 1.48867
H 1.52059 -3.55301 0.92043
H -0.09566 -3.78373 -2.87705
H 1.09082 -5.15599 -0.41449
H 0.48211 -6.21312 -1.76699
H -0.60518 -5.18673 -0.89346
H 2.95733 -4.62253 -2.32169
H 2.33034 -3.43174 -3.59030
H 1.84152 -5.13074 -3.60692
H -2.64730 -1.08891 -0.89892
H -3.93734 -3.19205 0.98805
H -3.92257 -1.37122 1.02746
H -2.53028 -2.26895 1.60818
H -3.82465 -3.96411 -1.45637
H -2.92774 -2.84859 -2.67165
H -4.42629 -2.41175 -1.94126
H 0.50514 -2.50908 5.27999
H -0.69223 0.45985 5.16581
H 1.17463 0.10826 5.38396
H -0.06474 -0.34623 6.55468
H -2.27021 -1.38233 4.44015
H -1.99012 -2.16455 6.04226
H -1.77831 -3.18145 4.60768
O -2.13180 5.06351 -2.55851
As -0.85985 4.06392 -3.25403
O -1.21375 3.39168 -4.70925
O -0.45580 2.90106 -2.03667
C 0.65290 5.34660 -3.09342
C 0.86908 5.99704 -4.35259
C 1.98443 6.80419 -4.49158
C 2.82233 6.98350 -3.38156
C 2.42086 6.61321 -2.07987
C 1.38738 5.72843 -1.96001
S 0.91671 5.26131 -0.27415
O 2.27575 4.08856 0.05329
O 1.34265 6.25793 0.66388
O -0.42763 4.67876 -0.18758
H -1.89901 5.16708 -1.62002
H 0.22171 5.77646 -5.21169
H 2.12569 7.29126 -5.44836
H 3.81494 7.41281 -3.47287
H 3.11244 6.84644 -1.25348
C -1.23022 -0.63772 -5.20353
N 0.01254 -0.23738 -4.53664
C 1.24835 -0.56228 -5.19364
C 2.36246 -0.47302 -4.48115
C 2.33890 0.14075 -3.09057
O 3.39743 0.15542 -2.45636
N 1.15635 0.58922 -2.62399
C -0.00947 0.20372 -3.25434
O -1.11020 0.24864 -2.60346
H -2.06826 -0.08892 -4.72951
H -1.44776 -1.73257 -5.12937
H -1.14923 -0.42854 -6.28120
H 1.19371 -1.02759 -6.21108
H 3.30437 -0.68882 -4.97705
C 3.52391 2.11920 0.34569
C 2.19409 2.79450 0.17104
N 1.04798 2.17759 0.17519
H 3.45740 1.15818 0.89829
H 4.17877 2.84476 0.86961
H 3.91154 1.92839 -0.63696
O -3.98340 3.54097 0.58813
C -4.35131 2.72557 1.58718
C -5.54155 3.07143 2.33939
C -5.76825 2.57164 3.58353
C -4.93183 1.62534 4.07660
C -3.79163 1.21065 3.38386
C -3.49220 1.68898 2.06078
C -2.24653 1.28240 1.30239
O -2.10804 1.61498 0.01911
O -1.24931 0.78054 1.86840
H -4.57859 4.29087 0.59033
H -6.08976 3.94303 1.97957
H -6.68899 2.79900 4.13639
H -5.16236 1.04797 5.01147
H -3.11591 0.47222 3.82112
```

Output
Net charge = +1
Maximum force = 0.069 hartree/bohr
HOMO-LUMO gap = 7.07 eV
HOMO = -10.687 eV



Below is a molecular structure, C33H48BInN9O3 at a distorted geometry, with properties calculated with wB97M-V/def2-TZVPD.

```
95
Properties=species:S:1:pos:R:3
N -1.69426 -1.57085 1.02489
C -2.14816 -1.53179 -0.44938
In -3.39319 -3.46049 -0.70515
O -2.32932 -4.70272 -2.02259
B -0.88072 -4.41366 -2.00529
O -0.01383 -4.35348 -0.80865
O -0.24489 -4.18767 -3.35146
H -1.70626 -0.57384 1.37467
H -2.52778 -2.02446 1.50690
H -1.23925 -1.48032 -1.19078
H -2.82439 -0.59499 -0.65746
H -5.06550 -3.08009 -1.29553
H -3.50777 -4.30034 0.91790
H 0.58213 -3.54190 -0.82625
H 0.58216 -4.75357 -3.31289
N -2.15879 -7.93022 -2.58030
C -0.90846 -8.09498 -2.04358
C -0.68923 -9.44478 -1.88175
C -1.84577 -10.11804 -2.34262
C -2.73585 -9.15877 -2.77098
H -2.58811 -7.04128 -2.80190
H -0.28409 -7.23988 -1.82186
H 0.20733 -9.89586 -1.47676
H -2.01124 -11.18751 -2.36073
H -3.72832 -9.24496 -3.19281
N -1.04420 -9.17836 1.72493
C -1.45485 -8.73956 2.95674
C -1.27820 -9.76778 3.85549
C -0.73640 -10.86331 3.14170
C -0.59954 -10.47070 1.82904
H -1.06508 -8.63354 0.87266
H -1.83806 -7.73645 3.08765
H -1.51296 -9.73221 4.91141
H -0.47370 -11.83390 3.54222
H -0.22603 -10.99935 0.96222
N 0.39847 1.32912 1.72480
C 0.50718 2.32081 0.78497
C 1.56305 2.00935 -0.04226
C 2.10656 0.78366 0.41106
C 1.36643 0.38472 1.50146
H -0.28898 1.29845 2.46648
H -0.17328 3.16176 0.78626
H 1.90416 2.60042 -0.88227
H 2.94695 0.24919 -0.01272
H 1.44632 -0.48734 2.13667
N 0.20276 6.03715 0.33803
C 1.00293 7.09125 0.69462
C 0.29759 7.88287 1.57326
C -0.97049 7.28185 1.75763
C -1.00078 6.14221 0.98546
H 0.46035 5.29707 -0.30194
H 2.00246 7.18838 0.29247
H 0.65791 8.79409 2.03281
H -1.77473 7.64128 2.38651
H -1.77415 5.39972 0.84066
N -3.58022 5.01902 2.76207
C -4.53866 5.59162 1.96704
C -5.73967 4.97422 2.23648
C -5.49813 3.99896 3.23336
C -4.15710 4.05030 3.54148
H -2.60074 5.27228 2.77268
H -4.28441 6.38615 1.27836
H -6.68759 5.20249 1.76673
H -6.22438 3.33154 3.67901
H -3.56532 3.48104 4.24582
N 1.61658 -11.81068 -3.10771
C 1.19823 -13.07488 -2.78316
C 2.14932 -13.96545 -3.22870
C 3.18041 -13.21136 -3.83817
C 2.82697 -11.88372 -3.74673
H 1.11168 -10.95735 -2.90637
H 0.26134 -13.23222 -2.26578
H 2.10583 -15.04185 -3.12480
H 4.08382 -13.59541 -4.29407
H 3.33119 -10.98719 -4.08195
N 1.00666 12.55648 -1.85585
C 1.51098 12.65242 -0.58502
C 1.39944 11.41637 0.01160
C 0.81260 10.54277 -0.93479
C 0.58320 11.27226 -2.07985
H 0.95580 13.31440 -2.52412
H 1.90352 13.58988 -0.21449
H 1.70856 11.17018 1.01915
H 0.58274 9.49422 -0.79621
H 0.15481 10.98853 -3.03186
N 4.64083 11.56345 0.19018
C 5.72847 12.39720 0.16909
C 6.79937 11.71331 0.69981
C 6.34290 10.41956 1.04779
C 5.00730 10.35343 0.71957
H 3.71320 11.80318 -0.13487
H 5.64712 13.40357 -0.21926
H 7.80140 12.10362 0.82193
H 6.92587 9.62179 1.48960
H 4.28793 9.55148 0.81836
```

Output
Net charge = -1
Maximum force = 0.101 hartree/bohr
HOMO-LUMO gap = 6.70 eV
HOMO = -5.130 eV



Below is a molecular structure, C33H48BN11S6Sr at a distorted geometry, with properties calculated with wB97M-V/def2-TZVPD.

```
100
Properties=species:S:1:pos:R:3
Sr 3.12926 -1.21906 0.79731
C -0.85152 -3.34853 -3.32039
C -1.35651 -2.45512 -2.24048
C -2.67154 -2.17962 -2.09822
C -3.10033 -1.24602 -1.08910
N -2.21247 -0.66134 -0.33701
N -0.89060 -0.90747 -0.47449
B -0.09821 -0.12356 0.50833
N -0.64586 -0.02112 1.89428
N -1.43392 1.11474 2.01502
C -2.12066 1.17035 3.11222
C -1.99985 0.23739 4.20172
C -1.21946 -0.85586 4.02953
C -1.13877 -1.91547 5.10000
C -0.50892 -1.06050 2.75617
S 0.38419 -2.38758 2.34032
C -3.13396 2.30120 3.21116
C -3.16788 3.24036 2.02850
C -4.51154 1.63876 3.48096
C -2.83001 3.22512 4.44041
N 0.60878 1.05522 -0.00592
N 0.37138 1.26604 -1.41537
C 0.20634 2.44910 -1.81684
C 0.34933 3.55059 -0.86860
C 1.01735 3.38579 0.32113
C 1.28372 4.51814 1.25452
C 1.27856 2.01931 0.67596
S 2.37527 1.61555 1.92956
C 0.07645 2.72386 -3.28462
C -1.42901 2.86441 -3.55622
C 0.89188 3.98496 -3.57261
C 0.63420 1.58460 -4.06936
C -0.39160 -1.81009 -1.36342
S 1.22707 -2.29524 -1.40791
C -4.57221 -1.02185 -0.89876
C -5.24799 -0.58151 -2.24653
C -5.19596 -2.38479 -0.59466
C -4.82714 0.09883 0.13714
H -0.23583 -4.16186 -2.94270
H -0.11200 -2.81077 -3.95875
H -1.70121 -3.73490 -3.84310
H -3.40388 -2.69899 -2.72927
H -2.65154 0.23949 5.07209
H -1.35453 -1.39520 6.04714
H -0.11010 -2.38928 5.16037
H -1.86441 -2.74971 4.97078
H -3.38476 2.71229 1.11663
H -2.15374 3.70145 1.85583
H -3.92353 4.02155 2.14149
H -4.59622 0.71364 2.91364
H -5.37264 2.26315 3.17812
H -4.66613 1.36603 4.54641
H -2.07354 3.99864 4.18614
H -2.52770 2.63687 5.30880
H -3.78191 3.74645 4.74663
H 0.03061 4.55295 -1.14323
H 0.85138 5.47516 0.83608
H 2.34340 4.63657 1.47975
H 0.85097 4.25430 2.22124
H -1.93639 3.82517 -3.33072
H -1.99640 2.17819 -2.89107
H -1.75585 2.66136 -4.61007
H 0.36142 4.93670 -3.38730
H 1.33376 4.00800 -4.61633
H 1.76840 3.97701 -2.87700
H 0.05763 0.64062 -3.84998
H 1.71520 1.47411 -3.83217
H 0.57387 1.75233 -5.16148
H -5.10815 -1.32364 -3.08344
H -4.83254 0.39374 -2.59355
H -6.33187 -0.41456 -2.06573
H -5.04659 -3.04287 -1.43825
H -6.27448 -2.20695 -0.36606
H -4.78929 -2.89438 0.30433
H -4.46866 1.03467 -0.32138
H -4.31539 0.05112 1.10297
H -5.90694 0.19103 0.31215
S 3.44151 -3.97025 2.40525
C 4.47102 -4.30085 1.07112
S 4.38516 -3.92539 -0.62997
C 5.76556 -4.83336 1.44918
C 6.88140 -4.72537 0.60919
N 7.85076 -4.66956 -0.05596
C 5.89450 -5.60814 2.60530
N 6.00140 -6.19197 3.63540
C 6.83626 -2.15445 -3.02838
N 6.26555 -0.94364 -2.43374
C 4.92324 -0.71054 -2.38391
N 4.09572 -1.47410 -3.09023
S 4.32294 0.48416 -1.34604
H 7.87148 -1.91037 -3.23151
H 6.32607 -2.33013 -3.99490
H 6.78389 -2.99838 -2.36342
H 6.76939 -0.49932 -1.64265
H 4.42614 -2.18146 -3.69543
H 3.11531 -1.46884 -2.76683
N 5.24872 -1.16772 2.51813
H 6.14662 -0.75262 2.18298
H 5.57256 -2.12233 2.73566
H 5.11647 -0.73446 3.41803
```

Output
Maximum force = 0.088 hartree/bohr
HOMO-LUMO gap = 3.67 eV
Relative energy (zero: lowest compared OMol25 entry of this formula, charge and spin) = 2.281 eV
HOMO = -5.799 eV